The following is a DFT calculation (wB97M-V/def2-TZVPD) of a cluster of 3 separate species, C4H16N5 in total at a distorted geometry.

The geometry in XYZ format:
```
25
Properties=species:S:1:pos:R:3:forces:R:3:mulliken_charge:R:1
C -3.949 0.547 -0.144 2.35 -1.34 4.86 -1.33
C 0.905 0.916 1.281 -1.95 -1.72 0.80 -0.74
C -2.463 0.267 -0.214 -0.32 -1.10 -0.05 0.31
C 1.811 0.780 0.168 0.71 -0.75 -3.95 0.66
N -1.831 -0.427 0.695 -2.43 1.89 -1.65 -0.58
N 2.372 1.865 -0.325 3.10 -1.77 -1.77 -0.32
N 2.929 -0.376 -1.660 -5.01 2.33 0.58 -0.65
N 2.017 -0.375 -0.499 1.53 1.73 -0.25 0.03
N 0.419 -2.280 0.163 -0.01 -0.93 0.06 -0.72
H -4.430 -0.228 0.490 -0.04 0.16 -0.89 0.38
H -4.039 1.409 0.492 -0.25 0.95 0.02 0.34
H -4.337 0.708 -1.042 -1.98 0.52 -3.68 0.38
H 1.516 0.643 2.119 0.09 -0.02 0.96 0.28
H 0.089 0.147 1.180 0.87 0.78 0.33 -0.01
H 0.375 1.857 1.489 0.78 -0.03 -0.53 0.39
H -2.094 0.639 -1.196 0.93 -0.38 0.96 0.30
H 0.121 -3.081 -0.431 0.22 0.85 0.97 0.25
H -2.638 -0.568 1.340 1.24 -0.59 0.29 0.12
H 1.903 2.674 -0.155 -0.90 2.91 0.72 0.22
H 3.129 1.831 -1.082 -1.96 -0.13 1.41 0.29
H 3.757 -0.658 -1.345 4.16 -1.76 1.27 0.21
H 2.557 -0.944 -2.406 -0.15 -0.20 0.17 0.25
H 0.593 -2.553 1.142 -0.46 -0.16 -0.85 0.27
H 1.562 -1.272 -0.210 -0.23 -0.40 0.05 0.50
H -0.272 -1.521 0.150 -0.30 -0.83 0.17 0.17
```
Forces are in eV/Å.

Values from the calculation:
energy above the lowest of the compared OMol25 structures with the same formula, charge and spin: 22.6 kcal per mole
frontier orbital gap: 11.050 eV
molar mass: 134.21 Da
charge: +1

=====

The following is a DFT calculation (wB97M-V/def2-TZVPD) of a cluster of 20 separate species, C28H96N39O19 in total at a distorted geometry.

The geometry in XYZ format:
```
182
Properties=species:S:1:pos:R:3:forces:R:3:mulliken_charge:R:1
C -1.498 -1.286 3.240 0.36 1.04 -0.16 -0.26
C -1.653 -0.778 1.814 -1.01 -1.39 0.03 0.40
C -0.314 -0.759 1.161 -1.02 -0.38 -0.50 0.13
C -0.531 -0.090 -0.187 1.96 -0.77 1.19 1.09
N 0.792 0.014 -0.893 -1.33 -1.30 -0.66 1.46
C 1.634 0.909 -0.118 1.39 0.03 0.10 0.79
C 1.151 2.276 -0.466 -0.07 1.43 -0.26 0.71
C 0.577 2.166 -1.894 -0.23 0.23 -0.36 1.55
C 0.486 0.677 -2.198 0.51 0.23 -0.12 0.13
C 1.346 -1.351 -1.152 0.54 0.02 -0.62 0.22
H -2.382 -1.038 3.825 0.08 -0.15 0.19 0.76
H -0.615 -0.705 3.627 -0.74 -0.88 0.23 -0.02
H -1.331 -2.366 3.219 0.32 0.24 0.24 -0.23
H -2.125 0.198 1.790 -0.01 0.23 0.08 -0.44
H -2.285 -1.462 1.219 -0.23 0.28 0.34 -0.26
H 0.093 -1.792 1.141 -0.21 0.70 -0.11 0.03
H 0.280 -0.164 1.822 0.77 0.29 0.12 0.34
H -0.891 0.906 -0.009 -0.22 0.56 -0.15 0.09
H -1.184 -0.592 -0.854 -0.63 -0.50 -0.19 -1.37
H 2.651 0.782 -0.497 -0.06 -0.11 0.23 0.02
H 1.587 0.659 0.941 0.32 0.00 -0.31 -1.10
H 2.010 2.937 -0.387 0.11 0.28 -0.31 -0.04
H 0.398 2.722 0.195 0.00 -0.47 0.07 0.10
H 1.166 2.610 -2.690 0.36 0.26 0.22 -0.42
H -0.404 2.659 -1.937 0.35 -0.25 0.02 -1.29
H 1.197 0.289 -2.939 -0.23 0.46 0.14 -0.50
H -0.529 0.417 -2.423 -0.29 -0.42 -0.56 0.17
H 1.384 -1.901 -0.221 0.30 -0.10 -0.04 0.12
H 2.340 -1.275 -1.643 -0.51 0.27 0.52 -0.13
H 0.707 -1.862 -1.886 -0.04 0.27 0.34 -0.39
C 4.762 -1.678 0.078 -1.13 -1.50 0.62 0.44
O 4.305 -0.696 0.606 -1.06 3.11 1.75 -0.57
N 4.497 -2.871 0.638 0.80 -1.05 -0.36 -0.27
N 5.377 -1.612 -1.073 1.23 -0.62 -1.53 -0.23
H 3.824 -2.887 1.377 -0.44 0.06 0.56 0.07
H 4.811 -3.734 0.242 0.02 -0.16 -0.12 0.18
H 5.548 -0.671 -1.427 0.21 -0.13 -0.19 0.36
H 5.781 -2.472 -1.401 0.25 0.45 -0.54 0.15
C 0.859 2.369 5.559 -1.90 -0.16 2.05 0.56
O 1.634 1.634 4.963 -0.64 1.41 0.19 -0.72
N -0.374 1.858 6.144 2.63 1.75 -2.18 -0.44
N 1.061 3.768 5.814 1.27 -2.35 -1.39 -0.49
H -0.501 0.879 5.981 -0.12 -0.45 0.42 0.16
H -0.587 2.273 7.021 -0.41 -0.16 0.59 0.29
H 2.050 4.001 5.740 -0.56 0.11 0.10 0.27
H 0.506 4.336 6.420 -0.34 -0.25 0.25 0.20
C 3.017 4.714 -5.004 -0.11 0.58 1.15 0.49
O 2.482 3.894 -5.715 -0.99 -0.84 -0.88 -0.71
N 4.156 5.347 -5.419 0.83 1.43 -0.71 -0.55
N 2.523 5.033 -3.765 0.62 -0.12 -1.30 -0.01
H 4.426 6.213 -4.954 -0.23 -0.48 0.05 0.21
H 4.208 5.495 -6.439 -0.05 -0.64 0.88 0.30
H 3.067 5.587 -3.132 -0.33 0.00 0.33 0.19
H 1.655 4.587 -3.518 0.15 0.14 0.63 -0.15
C -2.513 -3.659 -0.905 0.20 -1.44 1.59 0.72
O -1.697 -4.543 -0.597 0.74 -0.47 -0.50 -0.81
N -2.204 -2.639 -1.693 -1.33 1.52 -0.32 0.13
N -3.738 -3.723 -0.388 -0.36 -0.35 0.22 -0.32
H -1.305 -2.632 -2.069 1.38 0.07 -0.70 -0.23
H -2.731 -1.769 -1.670 0.07 -0.33 -0.30 0.09
H -4.352 -2.960 -0.529 -0.95 0.33 0.13 0.18
H -3.927 -4.441 0.310 -0.05 0.65 -0.22 0.08
C 5.057 2.165 -1.110 1.89 -0.15 -0.38 0.28
O 5.473 1.180 -1.720 0.07 -0.62 -0.50 -0.90
N 5.001 3.353 -1.714 0.02 1.40 -1.81 -0.12
N 4.901 2.124 0.227 -0.90 -0.85 0.83 -0.44
H 5.449 3.458 -2.632 -0.58 -0.51 0.76 0.22
H 4.782 4.215 -1.254 -0.13 -0.06 0.50 0.30
H 4.201 2.760 0.588 0.22 -0.05 0.28 0.13
H 4.860 1.127 0.523 -0.31 0.80 0.07 0.47
C 2.189 -1.878 3.445 0.87 -0.98 -1.01 0.69
O 2.446 -2.748 2.580 -0.57 -0.04 0.63 -0.75
N 2.459 -0.586 3.193 0.56 0.69 -0.28 0.04
N 1.711 -2.181 4.667 -0.71 0.54 0.32 -0.15
H 3.204 -0.403 2.518 -0.38 -0.23 0.03 0.10
H 2.303 0.096 3.915 0.04 0.24 0.11 0.26
H 1.546 -1.368 5.267 -0.18 -0.90 0.07 0.18
H 1.089 -2.994 4.724 0.41 0.26 0.11 -0.15
C 4.041 -0.237 -4.378 -2.11 1.53 0.60 0.26
O 3.224 0.301 -3.625 -0.20 0.18 0.85 -0.27
N 3.605 -1.134 -5.231 -0.14 -2.26 -2.17 -0.29
N 5.294 0.202 -4.443 1.00 0.48 0.50 -0.47
H 2.593 -1.318 -5.248 0.74 0.05 -0.09 0.10
H 4.225 -1.400 -5.999 -0.84 -0.07 0.41 0.19
H 5.427 0.748 -3.590 0.88 -0.02 -0.10 0.27
H 6.006 -0.408 -4.797 0.30 0.06 0.11 0.22
C 1.208 -5.710 4.382 -0.69 0.46 -0.31 0.67
O 0.307 -4.896 4.329 -2.03 3.06 -0.65 -0.67
N 2.352 -5.524 3.769 1.84 -0.38 -0.34 -0.30
N 0.908 -6.804 5.010 0.70 -3.66 1.83 -0.44
H 2.333 -4.614 3.315 1.03 0.16 -0.32 0.06
H 3.172 -6.131 3.925 -0.88 0.99 -0.41 0.20
H 1.638 -7.454 5.265 -0.43 -0.14 0.08 0.19
H 0.029 -6.803 5.498 0.20 -0.14 0.05 0.23
C 0.290 -5.508 -3.341 -1.95 -0.97 -0.36 0.47
O 0.934 -5.769 -4.336 1.91 0.74 -0.67 -0.72
N 0.616 -4.642 -2.332 -0.50 -1.04 -1.06 -0.09
N -0.933 -6.139 -3.283 -1.39 -0.20 0.65 -0.32
H 1.461 -4.145 -2.545 0.06 0.24 0.71 0.09
H -0.048 -4.573 -1.553 0.51 0.44 0.03 0.25
H -1.279 -6.692 -4.099 0.95 0.94 1.33 0.23
H -1.586 -5.948 -2.520 0.36 -0.11 -0.43 0.22
C -1.068 5.586 -2.466 1.95 0.74 -1.44 0.30
O 0.029 5.161 -2.102 -1.08 -0.13 0.66 -0.33
N -1.448 5.302 -3.801 -0.63 0.29 1.43 -0.32
N -1.844 6.449 -1.745 -0.60 -0.52 -1.13 -0.42
H -0.696 4.937 -4.349 0.33 -0.36 -0.06 0.09
H -1.995 5.959 -4.324 -0.36 0.27 0.08 0.26
H -1.669 6.601 -0.765 0.06 0.00 -0.21 0.25
H -2.592 6.932 -2.242 0.32 -0.28 0.75 0.18
C 3.191 5.747 1.012 -0.36 0.77 3.13 0.43
O 3.795 5.256 0.088 -0.04 0.51 -0.40 -0.63
N 3.780 6.711 1.915 0.23 -1.27 -1.13 -0.48
N 1.849 5.414 1.331 0.97 0.43 -0.71 -0.31
H 3.405 6.922 2.834 -0.41 -0.26 -0.56 0.20
H 4.806 6.783 1.910 -0.89 -0.30 -0.35 0.27
H 1.600 5.130 2.273 0.22 0.25 -0.35 0.29
H 1.388 4.920 0.571 0.11 -0.08 0.38 0.11
C -5.733 -0.905 -0.751 -0.19 -1.45 0.71 0.21
O -6.419 -1.792 -0.208 -0.12 0.31 -0.37 -0.80
N -4.896 -0.168 -0.024 0.91 2.10 0.28 0.23
N -5.678 -0.837 -2.104 -0.74 -0.21 -0.83 -0.16
H -5.003 0.042 0.975 -0.47 -0.84 -0.06 0.08
H -4.592 0.665 -0.488 0.62 0.13 -0.57 0.01
H -6.446 -1.358 -2.488 0.07 -0.14 -0.31 0.24
H -5.194 -0.219 -2.747 0.16 0.11 0.96 0.16
C -0.550 -1.803 7.759 1.48 0.82 -1.07 0.54
O 0.643 -1.646 7.480 -1.55 -0.30 0.45 -0.59
N -1.000 -2.121 9.008 0.13 0.22 -0.27 -0.39
N -1.529 -1.569 6.694 0.77 -1.13 1.60 -0.26
H -0.447 -2.058 9.870 -0.09 0.03 -1.14 0.26
H -1.983 -2.119 9.113 -0.82 -0.10 0.42 0.16
H -2.449 -1.965 6.895 0.22 0.15 -0.06 0.29
H -1.145 -2.063 5.887 -0.15 0.43 -0.04 -0.08
C -0.390 1.921 -6.168 -0.60 -0.47 -0.13 0.67
O -1.414 1.324 -6.459 -1.29 -1.88 -0.38 -0.84
N 0.728 1.391 -5.724 1.35 -1.30 0.60 0.22
N -0.429 3.243 -6.255 0.50 2.49 0.27 -0.23
H 0.738 0.399 -5.476 -0.03 0.31 -0.10 -0.30
H 1.583 1.925 -5.710 -0.01 0.05 0.22 0.30
H 0.429 3.737 -6.082 0.27 0.35 -0.35 0.15
H -1.117 3.597 -6.886 -0.08 0.27 -0.21 0.24
C -3.172 -4.761 3.162 -2.45 0.41 -0.18 0.72
O -4.294 -4.554 2.705 -0.63 0.22 0.05 -0.74
N -2.384 -5.635 2.604 3.74 -1.75 -1.07 -0.35
N -2.751 -4.170 4.318 0.99 -0.27 0.42 -0.34
H -2.515 -6.048 1.683 -0.64 0.51 0.46 0.29
H -1.393 -5.463 2.776 -0.17 -0.41 0.14 0.16
H -1.756 -4.282 4.529 -0.29 0.01 -0.08 0.25
H -3.060 -3.226 4.319 -0.29 0.79 0.39 0.00
C -5.001 -1.036 3.162 -0.46 0.23 0.17 0.26
O -4.823 0.145 2.825 -0.32 -0.01 -1.49 -0.86
N -5.333 -2.093 2.382 -0.02 0.68 1.01 -0.05
N -4.821 -1.218 4.513 -0.27 -0.75 1.31 -0.30
H -5.733 -1.946 1.437 0.19 -0.14 0.41 0.10
H -5.374 -3.041 2.802 0.26 0.82 -0.58 0.27
H -4.972 -0.356 5.072 0.25 -1.12 -0.84 0.25
H -5.247 -2.055 4.890 -0.01 0.17 0.21 0.28
C -2.721 1.767 -2.624 -2.48 -2.87 -2.54 -0.08
O -2.967 0.654 -2.120 0.57 0.20 2.33 -0.36
N -3.030 2.934 -1.995 0.71 -1.16 1.74 -0.19
N -2.488 1.589 -3.971 0.52 3.83 0.46 -0.04
H -2.906 3.829 -2.402 0.37 0.50 -0.51 0.26
H -2.926 2.867 -0.945 -0.10 0.40 -1.54 0.02
H -2.500 2.365 -4.614 0.32 0.12 0.03 0.23
H -2.619 0.723 -4.432 -0.04 -0.89 0.36 0.06
C -2.653 3.312 1.988 -0.20 -0.91 0.04 0.33
O -2.046 3.407 0.926 0.73 0.71 0.08 -0.40
N -3.739 2.427 1.957 0.36 1.28 1.83 -0.04
N -2.224 3.984 3.169 -1.19 -0.78 -1.31 -0.42
H -3.634 1.692 1.292 0.30 -0.04 -0.59 -0.65
H -4.209 2.027 2.767 0.38 0.45 0.07 0.49
H -2.916 4.088 3.906 0.36 0.00 -0.25 0.22
H -1.600 4.781 3.018 -0.56 -0.57 -0.07 0.24
C -0.395 -2.123 -5.572 -0.59 -1.77 2.46 0.21
O 0.376 -1.416 -4.931 1.59 1.22 -0.32 -0.22
N -1.652 -1.704 -5.783 -2.03 0.76 -2.41 -0.39
N -0.121 -3.449 -5.637 1.03 -0.86 -0.48 -0.32
H -2.222 -2.277 -6.431 0.57 0.54 0.70 0.25
H -1.732 -0.688 -6.009 0.31 -0.77 0.22 0.13
H -0.603 -4.283 -5.959 -0.47 0.94 -0.19 0.17
H 0.760 -3.718 -5.216 -0.13 0.12 -0.11 0.11
```
Forces are in eV/Å.

Values from the calculation:
frontier orbital gap: 9.173 eV
molar mass: 1283.33 Da
charge: +1

=====

The following is a DFT calculation (wB97M-V/def2-TZVPD) of a cluster of 2 separate species, H5N3O in total at a distorted geometry.

The geometry in XYZ format:
```
9
Properties=species:S:1:pos:R:3:forces:R:3:mulliken_charge:R:1
H -3.513 -0.393 0.551 1.54 0.81 -0.66 0.23
H 1.978 0.986 0.569 0.08 0.57 -0.10 0.21
H 2.307 0.460 -0.974 0.38 0.03 0.79 0.24
H 0.134 -0.043 -0.593 1.48 -0.76 1.20 0.27
H 0.631 -0.869 0.794 -0.02 -0.09 0.15 0.24
N -2.692 -0.334 -0.201 0.84 1.24 0.42 -0.01
N 2.116 0.170 -0.008 0.86 0.51 -0.74 -0.46
N 0.936 -0.561 -0.113 -2.63 -0.32 -1.30 -0.46
O -1.898 0.585 -0.026 -2.53 -2.00 0.24 -0.25
```
Forces are in eV/Å.

Values from the calculation:
energy above the lowest of the compared OMol25 structures with the same formula, charge and spin: 44.2 kcal per mole
frontier orbital gap: 7.480 eV
molar mass: 63.06 Da
SMILES string: N=O.NN
charge: 0

=====

The following is a DFT calculation (wB97M-V/def2-TZVPD) of an isolated molecule of C27H27N3O4.

The geometry in XYZ format:
```
61
Properties=species:S:1:pos:R:3:forces:R:3:mulliken_charge:R:1
C 4.813 1.962 -4.380 0.00 0.02 0.00 -1.42
C 5.289 0.575 -4.074 -0.04 -0.05 0.12 1.24
C 5.842 -0.234 -5.058 -0.01 0.00 0.03 -0.79
C 6.279 -1.514 -4.766 0.02 -0.07 -0.03 -0.57
C 6.175 -2.006 -3.476 0.02 -0.08 0.01 -0.78
C 5.626 -1.213 -2.484 -0.06 0.11 0.01 -0.18
C 5.176 0.067 -2.779 0.36 -0.08 -0.11 0.17
C 4.642 0.929 -1.674 -0.04 -0.01 -0.12 0.28
O 5.364 1.652 -1.013 0.28 0.08 0.07 -0.67
N 3.304 0.863 -1.475 -0.23 0.08 0.08 0.17
C 2.401 -0.050 -2.126 -0.15 -0.47 -0.11 -1.03
H 1.553 0.521 -2.522 0.04 -0.09 -0.01 0.31
C 1.871 -1.083 -1.121 -0.07 0.18 -0.26 -0.93
N 1.246 -0.384 -0.020 0.15 0.18 -0.31 0.27
C 0.259 -1.015 0.731 -0.32 -0.26 0.17 0.23
C -0.005 -2.383 0.633 0.25 0.20 -0.03 -0.21
C -1.038 -2.960 1.344 -0.32 0.13 0.21 -1.05
C -1.842 -2.199 2.186 0.45 0.17 -0.27 0.07
C -1.567 -0.840 2.316 0.13 -0.15 0.08 -0.30
C -0.548 -0.261 1.590 0.07 -0.07 -0.02 -0.43
H -0.381 0.800 1.690 0.01 0.12 -0.02 0.42
H -2.155 -0.234 2.986 -0.01 0.07 0.04 0.45
N -2.859 -2.835 2.909 0.10 -0.59 0.09 -0.08
C -4.055 -2.360 3.358 -0.10 -0.09 -0.01 -0.04
O -4.711 -3.010 4.149 -0.10 0.06 0.15 -0.67
C -4.536 -1.068 2.795 -0.37 0.18 -0.04 -0.03
C -5.153 -0.161 3.646 0.06 0.04 -0.14 -0.70
C -5.669 1.029 3.155 -0.01 -0.01 -0.11 0.64
C -5.566 1.314 1.789 0.05 0.02 0.08 0.60
C -4.992 0.379 0.934 -0.11 0.13 0.10 -0.90
C -4.484 -0.804 1.428 -0.07 0.01 0.11 0.04
H -4.049 -1.523 0.752 0.07 -0.05 -0.06 0.46
H -4.954 0.609 -0.118 0.01 0.03 -0.14 0.46
O -6.018 2.491 1.254 0.07 -0.43 -0.14 -0.47
C -6.299 3.478 2.222 -0.17 0.18 0.55 -0.45
C -7.068 2.866 3.392 -0.11 0.35 -0.45 -0.44
H -7.304 3.617 4.148 -0.01 -0.03 -0.11 0.34
O -6.278 1.888 4.031 0.29 -0.27 0.07 -0.46
H -7.996 2.413 3.018 0.07 0.05 0.07 0.29
H -6.887 4.248 1.719 0.05 -0.04 0.09 0.34
H -5.362 3.914 2.594 -0.10 -0.02 -0.07 0.28
H -5.240 -0.375 4.699 -0.05 -0.04 0.14 0.45
H -2.669 -3.790 3.189 -0.14 0.19 0.06 0.26
H -1.220 -4.021 1.252 -0.05 -0.10 -0.03 0.38
H 0.606 -3.017 0.010 0.08 -0.03 -0.07 0.45
C 2.181 0.506 0.644 0.06 0.26 -0.07 -0.63
H 3.040 -0.066 1.032 -0.03 0.05 0.04 0.21
C 2.697 1.544 -0.352 0.16 0.13 0.44 -1.02
H 1.867 2.161 -0.713 0.02 -0.03 0.05 0.30
H 3.458 2.177 0.107 -0.13 -0.05 -0.05 0.52
H 1.696 1.002 1.482 0.04 -0.02 -0.02 0.48
H 2.707 -1.718 -0.785 -0.04 -0.05 -0.03 0.36
H 1.129 -1.705 -1.623 0.05 -0.02 0.03 0.60
H 2.908 -0.555 -2.949 -0.09 0.06 0.06 0.49
H 5.550 -1.583 -1.471 0.00 -0.04 0.11 0.51
H 6.522 -3.001 -3.242 0.04 -0.08 0.02 0.40
H 6.708 -2.127 -5.545 0.04 -0.05 -0.06 0.39
H 5.935 0.147 -6.065 0.01 0.05 -0.09 0.37
H 5.215 2.665 -3.653 0.00 0.11 0.00 0.32
H 3.725 2.012 -4.325 -0.08 0.08 -0.02 0.26
H 5.124 2.267 -5.376 -0.02 0.05 -0.05 0.44
```
Forces are in eV/Å.

Values from the calculation:
energy above the lowest of the compared OMol25 structures with the same formula, charge and spin: 29.5 kcal per mole
frontier orbital gap: 8.299 eV
molar mass: 457.53 Da
SMILES string: Cc1ccccc1C(=O)N1CCN(c2ccc(NC(=O)c3ccc4c(c3)OCCO4)cc2)CC1
charge: 0